(1)
Computed, not measured: a structure of composition C28H48Br18N2O5P, with ωB97M-V/def2-TZVPD.

Last column: Mulliken charge in e.
Positions of all 102 atoms, in Å:
C1 1.255 -3.435 2.997  -0.100
C2 1.456 -2.410 1.793  0.515
C3 0.267 -1.495 1.277  0.603
P1 -1.475 -1.472 2.017  0.255
N1 -2.030 0.207 2.289  -0.397
O1 -1.506 -2.143 3.612  -0.249
C4 0.553 -0.541 0.037  0.329
C5 -0.638 0.365 -0.529  -0.471
O2 -0.987 1.506 -0.137  -0.435
O3 -1.444 -0.213 -1.575  -0.194
C6 1.977 -0.510 -0.611  0.229
C7 2.482 0.400 -1.825  -0.437
Br1 1.281 0.455 -3.400  -0.016
C8 2.902 1.830 -1.230  -0.144
C9 1.711 2.876 -1.070  -0.457
Br2 4.492 2.593 -2.212  -0.106
C10 3.051 -1.463 0.035  -0.932
N2 2.784 -2.337 1.168  0.285
C11 3.959 -3.151 1.649  -0.411
C12 4.633 -2.352 2.864  0.705
O4 4.550 -2.680 4.080  -0.464
O5 5.419 -1.184 2.525  -0.456
H1 1.404 -2.854 3.988  0.155
H2 0.191 -3.894 2.981  0.194
H3 1.977 -4.321 3.009  -0.529
H4 -2.609 0.487 1.475  0.345
H5 -1.158 0.763 2.249  0.116
H6 -0.868 -1.647 4.190  0.160
H7 -1.320 -1.191 -1.583  0.340
H8 3.468 -0.083 -2.200  0.598
H9 3.306 1.627 -0.161  0.318
H10 1.241 2.789 -0.016  -0.228
H11 2.196 3.930 -1.083  0.440
H12 0.943 2.877 -1.913  0.103
H13 4.117 -1.442 -0.410  0.326
H14 4.734 -3.163 0.788  0.376
H15 3.707 -4.242 1.865  0.045
H16 4.820 -0.479 2.161  0.341
Br3 -0.791 2.302 -8.878  -0.144
C13 0.502 1.452 -7.691  -0.477
C14 0.136 0.014 -7.416  -0.294
Br4 -1.326 -0.112 -6.132  -0.027
H17 0.555 2.064 -6.790  0.264
H18 1.454 1.510 -8.221  0.398
H19 0.971 -0.512 -6.949  0.352
H20 -0.177 -0.529 -8.306  -0.063
Br5 -6.812 1.856 -4.306  -0.143
C15 -4.914 1.659 -3.911  -0.549
C16 -4.557 0.219 -3.640  -0.165
Br6 -5.122 -0.327 -1.856  -0.159
H21 -4.692 2.323 -3.075  0.374
H22 -4.399 2.021 -4.803  0.330
H23 -3.474 0.083 -3.649  -0.143
H24 -5.012 -0.479 -4.345  0.425
Br7 -1.136 -6.447 3.464  -0.075
C17 0.013 -7.980 3.824  -0.580
C18 1.287 -7.560 4.516  -0.608
Br8 2.539 -6.747 3.261  -0.137
H25 0.184 -8.480 2.871  0.376
H26 -0.577 -8.632 4.471  0.348
H27 1.812 -8.429 4.917  0.362
H28 1.126 -6.838 5.316  0.396
Br9 -5.121 -2.925 3.263  -0.140
C19 -4.648 -3.006 5.152  -0.396
C20 -5.044 -4.329 5.759  -0.595
Br10 -6.962 -4.406 6.098  -0.137
H29 -5.120 -2.150 5.635  0.421
H30 -3.564 -2.880 5.178  0.122
H31 -4.578 -4.458 6.737  0.378
H32 -4.798 -5.184 5.129  0.332
Br11 -4.263 -2.425 -7.796  -0.127
C21 -4.235 -0.759 -8.809  -0.487
C22 -3.718 -0.978 -10.210  -0.548
Br12 -1.779 -1.175 -10.225  -0.095
H33 -3.639 -0.048 -8.235  0.183
H34 -5.273 -0.423 -8.831  0.377
H35 -3.919 -0.105 -10.834  0.355
H36 -4.132 -1.865 -10.690  0.390
Br13 1.108 2.249 2.700  0.115
C23 1.616 2.163 4.583  -0.946
C24 1.231 0.833 5.188  -0.334
Br14 -0.682 0.744 5.558  -0.145
H37 1.151 3.012 5.078  0.569
H38 2.690 2.282 4.595  0.440
H39 1.714 0.698 6.157  0.461
H40 1.469 -0.018 4.547  0.003
Br15 0.838 7.183 0.005  -0.125
C25 0.057 6.994 -1.771  -0.621
C26 -1.349 6.450 -1.696  -0.583
Br16 -1.347 4.533 -1.344  -0.053
H41 0.732 6.364 -2.350  0.342
H42 0.057 8.001 -2.191  0.366
H43 -1.856 6.563 -2.656  0.338
H44 -1.951 6.916 -0.916  0.372
Br17 6.362 5.175 3.144  -0.140
C27 4.987 6.247 4.015  -0.565
C28 4.225 5.436 5.034  -0.653
Br18 2.941 4.241 4.177  -0.117
H45 4.353 6.654 3.226  0.329
H46 5.526 7.064 4.498  0.369
H47 3.624 6.087 5.672  0.355
H48 4.867 4.815 5.659  0.382

Output
HOMO level: -0.4159 Ha
total energy: -1313074.4699 eV
LUMO level: -4.911 eV
gap between HOMO and LUMO: 6.405 eV
charge: +1

(2)
Computed, not measured: a structure of composition C28H48BrN3P2PtS, with ωB97M-V/def2-TZVPD.

Last column: Mulliken charge in e.
Positions of all 84 atoms, in Å:
N1 -5.265 -1.014 3.451  -0.397
C1 -4.384 -0.141 3.949  -0.647
C2 -3.767 0.838 3.162  -0.420
C3 -4.083 0.910 1.784  0.620
C4 -5.044 -0.004 1.292  -0.255
C5 -5.619 -0.927 2.167  -0.684
C6 -3.480 1.895 0.924  -0.250
Pt1 0.866 -0.202 -0.414  1.515
P1 2.772 0.584 -1.450  -0.458
C7 -3.657 1.959 -0.426  -0.290
C8 -2.583 2.477 -1.229  0.592
C9 -2.438 2.044 -2.569  -0.676
C10 -1.280 2.336 -3.277  -0.193
C11 -0.258 3.050 -2.637  -0.201
C12 -0.437 3.620 -1.370  -0.615
C13 -1.594 3.333 -0.678  -0.740
Br1 1.338 3.573 -3.655  -0.009
H1 -2.821 2.605 1.428  0.319
H2 -4.434 1.359 -0.922  0.597
H3 -3.067 1.557 3.582  0.550
H4 -5.342 0.003 0.244  0.388
H5 -4.135 -0.223 5.009  0.491
H6 -6.369 -1.635 1.819  0.430
H7 -3.212 1.423 -3.004  0.527
H8 -1.693 3.727 0.332  0.597
H9 -1.146 2.018 -4.309  0.568
H10 0.345 4.262 -0.960  0.693
P2 -0.276 -2.108 -0.554  0.605
C14 3.081 2.158 -0.600  -0.134
C15 3.931 3.180 -1.371  -0.960
H11 3.547 1.908 0.368  0.467
H12 2.092 2.577 -0.352  0.189
H13 4.053 4.103 -0.780  0.408
H14 4.940 2.805 -1.606  0.293
H15 3.413 3.471 -2.300  0.013
C16 2.249 0.540 -3.186  0.952
C17 3.351 0.719 -4.242  -1.512
H16 1.523 1.365 -3.301  -0.784
H17 1.662 -0.376 -3.363  0.140
H18 2.898 0.974 -5.214  0.433
H19 4.052 1.532 -3.991  0.347
H20 3.916 -0.214 -4.385  0.400
C18 4.236 -0.491 -1.315  -0.304
C19 5.598 0.147 -1.645  -1.346
H21 4.051 -1.359 -1.972  0.463
H22 4.206 -0.875 -0.283  0.466
H23 6.384 -0.614 -1.579  0.418
H24 5.631 0.549 -2.667  0.314
H25 5.856 0.945 -0.938  0.369
C20 0.536 -3.544 0.228  -0.828
C21 1.961 -3.867 -0.214  -1.188
H26 -0.151 -4.364 -0.028  0.618
H27 0.480 -3.392 1.312  0.182
H28 2.153 -4.923 0.035  0.402
H29 2.125 -3.743 -1.295  0.273
H30 2.704 -3.267 0.323  0.323
C22 -0.253 -2.605 -2.330  -0.872
C23 -1.358 -1.936 -3.139  -1.211
H31 -0.349 -3.704 -2.318  0.581
H32 0.745 -2.361 -2.727  0.394
H33 -1.171 -2.093 -4.206  0.422
H34 -2.336 -2.375 -2.911  0.413
H35 -1.420 -0.853 -2.966  0.205
C24 -2.031 -2.178 -0.027  -0.356
C25 -2.340 -2.649 1.392  -0.881
H36 -2.503 -2.849 -0.759  0.636
H37 -2.448 -1.172 -0.188  0.088
H38 -3.410 -2.883 1.457  0.384
H39 -1.789 -3.557 1.673  0.519
H40 -2.136 -1.869 2.136  -0.252
C26 0.818 1.214 5.010  -0.994
N2 0.683 1.080 3.549  -0.179
C27 0.735 -0.145 2.971  0.642
S1 1.853 -0.448 1.651  -0.209
N3 0.043 -1.163 3.473  0.055
C28 -0.974 -1.077 4.512  -1.048
H41 1.233 0.313 5.487  0.353
H42 -0.156 1.464 5.442  0.334
H43 1.497 2.052 5.191  0.396
H44 1.189 1.781 3.003  0.322
H45 0.183 -2.059 2.995  0.122
H46 -1.489 -0.109 4.456  0.235
H47 -1.703 -1.870 4.333  0.418
H48 -0.528 -1.213 5.511  0.412

Output
HOMO level (alpha / beta): -0.7112 / -0.7261 Ha
total energy: -136944.2109 eV
LUMO level (alpha / beta): -11.814 / -15.662 eV
gap between HOMO and LUMO (alpha / beta): 7.540 / 4.096 eV
multiplicity: 5
charge: +4

(3)
Computed, not measured: a structure of composition C28H48BrN3P2ReS, with ωB97M-V/def2-TZVPD.

Last column: Mulliken charge in e.
Positions of all 84 atoms, in Å:
N1 6.435 -0.418 -2.615  0.088
C1 5.965 -1.320 -1.740  -0.511
C2 4.614 -1.310 -1.337  -0.341
C3 3.785 -0.271 -1.785  -0.242
C4 4.266 0.624 -2.731  -0.036
C5 5.617 0.502 -3.118  -0.715
C6 2.394 -0.211 -1.131  0.340
Re1 0.720 0.715 -1.672  -0.114
P1 -1.776 0.897 -2.514  0.587
C7 1.304 -1.183 -1.673  -0.120
C8 0.791 -2.194 -0.695  0.167
C9 -0.195 -3.113 -1.116  -0.697
C10 -1.128 -3.547 -0.219  -0.924
C11 -1.133 -3.038 1.195  0.799
C12 0.271 -2.700 1.606  -0.982
C13 1.184 -2.258 0.665  -0.586
Br1 -2.450 -1.631 1.435  0.162
H1 2.613 -0.352 -0.051  0.063
H2 1.548 -1.725 -2.616  0.906
H3 4.246 -2.040 -0.618  0.419
H4 3.671 1.424 -3.159  0.479
H5 6.620 -2.096 -1.339  0.432
H6 6.054 1.196 -3.848  0.441
H7 -0.141 -3.445 -2.172  0.483
H8 2.224 -1.979 0.922  0.570
H9 -1.950 -4.175 -0.544  0.670
H10 0.609 -2.906 2.622  0.774
P2 1.190 2.128 -0.026  1.441
C14 -1.910 -0.904 -2.607  0.970
C15 -3.328 -1.464 -2.799  -1.253
H11 -1.475 -1.178 -1.631  -1.102
H12 -1.223 -1.249 -3.402  0.703
H13 -3.369 -2.409 -2.253  0.308
H14 -4.116 -0.818 -2.413  0.207
H15 -3.558 -1.633 -3.857  0.362
C16 -0.657 2.276 -2.922  0.335
C17 -1.050 3.607 -3.600  -1.323
H16 0.217 1.875 -3.548  0.492
H17 -0.347 2.611 -1.860  -1.136
H18 -0.109 4.090 -3.926  0.282
H19 -1.686 3.315 -4.447  0.452
H20 -1.561 4.248 -2.854  0.392
C18 -2.890 1.356 -1.071  0.755
C19 -4.363 0.913 -1.088  -1.727
H21 -2.875 2.455 -1.007  0.477
H22 -2.377 0.943 -0.184  -0.637
H23 -4.976 1.519 -0.400  0.418
H24 -4.790 1.027 -2.094  0.418
H25 -4.482 -0.128 -0.766  0.423
C20 0.087 2.194 1.411  -0.249
C21 -0.070 3.463 2.256  -1.460
H26 0.481 1.384 2.045  0.418
H27 -0.900 1.881 1.035  -0.009
H28 0.826 3.707 2.836  0.313
H29 -0.345 4.356 1.685  0.356
H30 -0.874 3.290 2.981  0.438
C22 1.457 3.689 -1.033  -1.283
C23 2.218 3.225 -2.250  -0.234
H31 2.039 4.425 -0.455  0.594
H32 0.477 4.123 -1.267  0.397
H33 3.324 3.280 -2.065  0.539
H34 2.045 2.133 -2.486  -0.467
H35 1.903 3.808 -3.150  0.372
C24 2.893 2.273 0.759  -0.626
C25 3.076 1.634 2.132  -1.325
H36 3.127 3.348 0.840  0.628
H37 3.609 1.844 0.038  0.263
H38 4.157 1.607 2.357  0.403
H39 2.568 2.209 2.924  0.303
H40 2.702 0.602 2.183  0.229
C26 -1.842 -2.869 5.856  -1.094
N2 -1.590 -3.032 4.416  0.179
C27 -2.411 -3.709 3.625  0.445
S1 -1.790 -4.553 2.237  -0.077
N3 -3.723 -3.899 3.874  -0.156
C28 -4.608 -2.906 4.510  -0.875
H41 -2.300 -3.781 6.263  0.433
H42 -2.538 -2.019 6.015  0.375
H43 -0.894 -2.708 6.391  0.361
H44 -0.796 -2.569 3.959  0.098
H45 -4.181 -4.415 3.103  0.343
H46 -5.627 -3.261 4.319  0.394
H47 -4.445 -2.878 5.597  0.303
H48 -4.482 -1.902 4.063  0.302

Output
HOMO level (alpha / beta): -0.6594 / -0.6763 Ha
total energy: -135821.1727 eV
LUMO level (alpha / beta): -13.164 / -14.319 eV
gap between HOMO and LUMO (alpha / beta): 4.780 / 4.084 eV
multiplicity: 4
charge: +4

(4)
Computed, not measured: a structure of composition C28H48Cl2IrO3P2, with ωB97M-V/def2-TZVPD.

Last column: Mulliken charge in e.
Positions of all 84 atoms, in Å:
P1 -3.941 1.966 -0.466  0.869
C1 -5.215 0.835 -1.301  0.081
C2 -6.669 1.306 -1.429  -0.272
C3 -7.556 0.161 -1.937  -0.993
C4 -7.034 -0.475 -3.231  -0.663
C5 -5.548 -0.840 -3.162  -0.865
C6 -4.686 0.322 -2.647  -0.213
C7 -3.726 3.425 -1.634  0.340
C8 -4.981 3.964 -2.311  -0.661
C9 -4.651 5.258 -3.064  -0.962
C10 -3.511 5.068 -4.072  -0.691
C11 -2.277 4.384 -3.471  -0.911
C12 -2.628 3.123 -2.665  -0.359
C13 -5.002 2.755 0.853  -0.127
C14 -5.464 1.675 1.847  -0.709
C15 -6.303 2.272 2.983  -0.875
C16 -5.604 3.438 3.691  -0.693
C17 -5.075 4.489 2.710  -0.832
C18 -4.241 3.884 1.570  -0.717
H1 -5.201 -0.018 -0.595  0.537
H2 -6.730 2.147 -2.130  0.062
H3 -7.062 1.670 -0.470  0.199
H4 -8.576 0.535 -2.088  0.381
H5 -7.611 -0.610 -1.157  0.388
H6 -7.620 -1.373 -3.455  0.388
H7 -7.195 0.223 -4.064  0.312
H8 -5.411 -1.696 -2.487  0.349
H9 -5.187 -1.146 -4.151  0.390
H10 -3.644 -0.014 -2.542  -0.409
H11 -4.703 1.135 -3.389  0.236
H12 -3.337 4.211 -0.963  0.402
H13 -4.364 6.027 -2.334  0.368
H14 -5.783 4.154 -1.583  0.232
H15 -5.358 3.223 -3.030  0.209
H16 -5.551 5.617 -3.578  0.389
H17 -3.223 6.044 -4.478  0.391
H18 -3.878 4.471 -4.917  0.288
H19 -1.571 4.120 -4.267  0.402
H20 -1.762 5.088 -2.803  0.367
H21 -1.734 2.749 -2.145  -0.260
H22 -2.967 2.331 -3.349  0.195
H23 -5.882 3.196 0.349  0.252
H24 -6.052 0.891 1.348  0.302
H25 -4.575 1.177 2.263  0.255
H26 -7.260 2.622 2.571  0.337
H27 -6.538 1.482 3.705  0.388
H28 -4.766 3.048 4.283  0.310
H29 -6.300 3.911 4.393  0.361
H30 -4.468 5.229 3.243  0.410
H31 -5.925 5.030 2.273  0.342
H32 -3.976 4.687 0.870  0.197
H33 -3.294 3.484 1.962  0.270
Ir1 -0.168 0.220 -0.051  0.885
Cl1 -0.503 2.455 0.249  -0.507
Cl2 -2.162 -0.946 0.001  -0.525
C19 1.396 -0.222 -1.025  -1.303
H34 2.401 -0.316 -0.585  0.466
C20 1.354 -0.266 -2.467  1.489
C21 2.551 -0.179 -3.235  -0.642
C22 2.468 -0.047 -4.610  -0.487
C23 1.212 -0.032 -5.249  -0.472
C24 0.036 -0.181 -4.499  -0.712
C25 0.106 -0.329 -3.115  -0.197
H35 3.502 -0.201 -2.702  0.373
H36 3.382 0.039 -5.203  0.364
H37 -0.935 -0.199 -4.999  0.405
H38 -0.783 -0.478 -2.489  0.142
H39 1.157 0.075 -6.333  0.372
C26 3.265 0.083 2.858  -0.667
O1 2.533 -0.423 1.732  -0.190
P2 0.934 -0.623 1.663  0.640
O2 0.719 -2.198 1.891  -0.259
C27 1.666 -3.159 1.397  -0.628
O3 0.413 -0.018 3.062  -0.321
C28 -0.848 -0.536 3.545  -0.535
H40 3.151 1.170 2.942  0.288
H41 4.319 -0.154 2.676  0.239
H42 2.960 -0.404 3.795  0.276
H43 2.133 -2.854 0.449  0.293
H44 2.436 -3.322 2.161  0.256
H45 1.116 -4.094 1.241  0.267
H46 -1.518 -0.881 2.739  0.239
H47 -0.636 -1.369 4.226  0.248
H48 -1.323 0.298 4.074  0.214

Output
HOMO level (alpha / beta): -0.2281 / -0.2756 Ha
total energy: -82416.5682 eV
LUMO level (alpha / beta): 0.458 / -2.652 eV
gap between HOMO and LUMO (alpha / beta): 6.666 / 4.849 eV
multiplicity: 6

(5)
Computed, not measured: a structure of composition C28H48Cl2P2Pd, with ωB97M-V/def2-TZVPD.

Last column: Mulliken charge in e.
Positions of all 81 atoms, in Å:
P1 1.110 -0.546 0.508  -1.089
C1 2.361 0.241 -0.555  0.553
C2 3.742 -0.345 -0.232  -0.613
C3 4.818 0.385 -1.033  -0.947
C4 4.490 0.422 -2.534  -0.713
C5 3.083 0.971 -2.843  -0.838
C6 2.012 0.217 -2.055  -0.024
C7 0.364 -2.093 -0.112  0.201
C8 1.431 -3.190 -0.161  -0.809
C9 0.741 -4.532 -0.397  -0.838
C10 -0.168 -4.509 -1.637  -0.765
C11 -1.137 -3.311 -1.694  -0.634
C12 -0.410 -1.986 -1.438  0.172
C13 1.602 -0.648 2.271  0.455
C14 2.022 0.746 2.796  -0.581
C15 2.497 0.645 4.252  -0.935
C16 1.469 -0.012 5.177  -0.659
C17 0.891 -1.311 4.605  -0.923
C18 0.443 -1.178 3.141  -0.507
H1 2.298 1.310 -0.257  0.584
H2 3.748 -1.418 -0.473  0.191
H3 3.958 -0.247 0.840  0.321
H4 5.792 -0.087 -0.851  0.382
H5 4.877 1.412 -0.653  0.391
H6 5.242 1.025 -3.057  0.399
H7 4.552 -0.602 -2.927  0.328
H8 3.032 2.029 -2.559  0.410
H9 2.877 0.910 -3.919  0.399
H10 1.016 0.669 -2.180  -0.533
H11 1.966 -0.823 -2.411  0.233
H12 -0.419 -2.315 0.639  0.667
H13 0.132 -4.751 0.489  0.373
H14 2.008 -3.222 0.773  0.289
H15 2.132 -2.972 -0.982  0.288
H16 1.499 -5.320 -0.477  0.392
H17 -0.743 -5.440 -1.681  0.424
H18 0.469 -4.472 -2.530  0.318
H19 -1.651 -3.279 -2.666  0.391
H20 -1.913 -3.425 -0.926  0.390
H21 -1.113 -1.147 -1.355  -1.084
H22 0.271 -1.773 -2.272  0.425
H23 2.462 -1.353 2.339  0.760
H24 2.815 1.198 2.183  0.451
H25 1.167 1.435 2.704  0.054
H26 3.415 0.042 4.249  0.352
H27 2.767 1.640 4.626  0.376
H28 0.651 0.692 5.365  0.307
H29 1.938 -0.223 6.143  0.388
H30 0.054 -1.662 5.222  0.401
H31 1.662 -2.092 4.633  0.362
H32 0.076 -2.151 2.785  0.336
H33 -0.418 -0.498 3.054  0.012
Pd1 -1.873 1.773 0.364  0.420
Cl1 -2.394 -0.515 1.214  -0.702
Cl2 0.268 2.876 0.706  -0.635
C19 -1.238 1.648 -1.583  -2.168
H34 -0.373 2.279 -1.851  1.017
C20 -2.114 1.203 -2.591  2.242
C21 -3.174 0.281 -2.278  -0.153
C22 -4.077 -0.088 -3.242  -1.022
C23 -3.961 0.406 -4.548  -0.489
C24 -2.917 1.296 -4.883  -0.447
C25 -2.008 1.700 -3.941  -0.653
H35 -3.230 -0.087 -1.246  0.448
H36 -4.890 -0.775 -2.984  0.390
H37 -2.830 1.683 -5.917  0.336
H38 -1.202 2.436 -4.137  0.353
H39 -4.675 0.107 -5.316  0.380
C26 -2.919 4.563 0.820  -1.081
P2 -3.351 2.917 1.394  0.684
C27 -3.135 2.626 3.157  -1.081
C28 -4.839 2.194 0.696  -1.082
H40 -1.893 4.781 1.152  0.335
H41 -3.659 5.254 1.221  0.432
H42 -2.909 4.557 -0.282  0.247
H43 -3.980 3.086 3.678  0.418
H44 -3.088 1.537 3.322  0.275
H45 -2.176 3.065 3.477  0.267
H46 -5.688 2.789 1.053  0.465
H47 -4.764 2.201 -0.404  0.224
H48 -4.895 1.143 1.018  0.300

Output
HOMO level (alpha / beta): -0.2135 / -0.2777 Ha
total energy: -76915.4556 eV
LUMO level (alpha / beta): 0.585 / -1.720 eV
gap between HOMO and LUMO (alpha / beta): 6.396 / 5.837 eV
multiplicity: 5

The lowest total energy belongs to which entry? C28H48Br18N2O5P

The lowest total energy belongs to which entry? C28H48Br18N2O5P

The lowest total energy belongs to which entry? C28H48Br18N2O5P

The lowest total energy belongs to which entry? C28H48Br18N2O5P